[1]
C13H21N2O2P in the gas phase at a distorted geometry. Source: the OMol25 dataset; level of theory: ωB97M-V/def2-TZVPD.

Properties
Energy above the lowest of the compared OMol25 structures with the same formula, charge and spin in kcal/mol: 380.0
HOMO in Eh: -0.3294
E_LUMO in eV: 0.543
Spin multiplicity: 1
Total charge: 0
SMILES: O=[P@@](O)(CCc1ccncc1)CN1CCCCC1

Each line ends with the Löwdin charge.
Positions of all 39 atoms, in Å:
1 O -1.14613 -2.37357 -1.20203  -0.285
2 P -0.48723 -1.23371 -0.57833  0.506
3 O -0.92723 0.24870 -1.27943  -0.060
4 H -0.50407 0.85901 -0.94850  -0.112
5 C -1.12186 -1.28680 1.04805  -0.244
6 H -0.97829 -0.20495 1.64479  0.133
7 C -2.72797 -1.55207 1.47089  -0.001
8 C -3.46028 -0.37610 0.43811  -0.320
9 C -4.03772 -0.64177 -0.78286  -0.107
10 C -4.63659 0.29407 -1.35260  -0.053
11 N -4.91218 1.75053 -0.82556  0.105
12 C -4.44455 1.90282 0.24502  -0.171
13 C -3.60707 0.69510 0.97411  -0.050
14 H -3.21254 1.22524 2.09572  0.180
15 H -4.51949 2.79158 0.59603  0.034
16 H -5.18064 0.13874 -2.19412  0.067
17 H -3.82276 -1.79814 -1.09036  0.186
18 H -2.97507 -1.49999 2.43748  0.058
19 H -2.70753 -2.30181 0.80164  0.023
20 H -0.60028 -1.80264 1.87479  0.080
21 C 1.16310 -1.08614 -0.68598  -0.180
22 N 1.44343 0.37306 -0.05506  -0.133
23 C 2.29072 1.13039 -1.17139  -0.100
24 C 3.69490 0.62653 -1.18465  -0.375
25 C 4.45456 0.88451 -0.25003  -0.244
26 C 3.77396 -0.05731 1.03680  -0.085
27 C 2.23852 0.19209 1.07600  -0.291
28 H 1.69921 -0.04604 1.77496  -0.002
29 H 2.10830 1.39230 1.49341  0.192
30 H 4.17072 0.02267 2.10351  0.130
31 H 3.74972 -1.03381 0.75552  0.039
32 H 5.45482 0.33205 -0.20195  0.152
33 H 4.51477 1.80813 0.30059  0.128
34 H 4.23451 1.06052 -2.13359  0.163
35 H 3.76679 -0.53090 -1.68348  0.201
36 H 1.81681 1.10789 -2.14389  0.128
37 H 2.29257 2.08049 -1.11583  0.050
38 H 1.65007 -1.82304 0.31748  0.212
39 H 1.49204 -1.26762 -1.60525  0.045

[2]
A molecular structure, C4H9NO2S at a distorted geometry. Source: the OMol25 dataset; level of theory: ωB97M-V/def2-TZVPD.

Properties
Energy above the lowest of the compared OMol25 structures with the same formula, charge and spin in kcal/mol: 120.0
HOMO (alpha / beta) in Eh: -0.3328 / -0.3327
E_LUMO (alpha / beta) in eV: -0.573 / -0.572
Spin multiplicity: 1
Total charge: 0

Each line ends with the Löwdin charge.
Positions of all 17 atoms, in Å:
1 C 1.21995 -1.93978 -0.13374  -0.004
2 C 0.18038 -2.10589 -0.92428  -0.221
3 C 0.90022 1.43279 -0.22143  -0.186
4 C -0.86532 1.31214 1.40408  -0.153
5 N 0.10684 0.64688 0.60554  -0.235
6 O -2.17913 -1.23277 -0.03930  -0.336
7 O -1.33101 -0.13713 -2.04562  -0.354
8 S -0.99883 -0.76346 -0.73103  0.783
9 H 2.10356 -2.56480 -0.28614  0.089
10 H 1.03750 -1.01456 0.36724  0.009
11 H -0.11563 -2.94540 -1.55321  0.100
12 H 0.38520 1.71014 -1.18308  0.101
13 H 1.33258 2.25066 0.29806  0.085
14 H 1.73254 0.90432 -0.61487  0.063
15 H -1.87254 0.99705 1.04917  0.080
16 H -0.83463 1.02119 2.45844  0.076
17 H -0.80169 2.42861 1.55017  0.103

[3]
A molecular structure, C45H45N2OP2S4Ti at a distorted geometry. Source: the OMol25 dataset; level of theory: ωB97M-V/def2-TZVPD.

Properties
Energy above the lowest of the compared OMol25 structures with the same formula, charge and spin in kcal/mol: 3.0
HOMO in Eh: -0.3826
E_LUMO in eV: -2.744
Spin multiplicity: 1
Total charge: +1

Each line ends with the Löwdin charge.
Positions of all 100 atoms, in Å:
1 Ti -0.10755 -0.22304 -0.16501  0.675
2 S -1.74161 -1.28159 1.46353  0.498
3 P -1.73670 0.59740 2.20461  0.520
4 C -0.58439 1.31585 1.18701  -0.640
5 P -0.56108 2.71302 0.22872  0.505
6 S -0.38681 1.87608 -1.59476  0.507
7 C -1.96896 3.83446 0.32940  -0.333
8 C -1.93928 4.90981 1.21750  -0.083
9 C -3.03837 5.74860 1.32321  -0.070
10 C -4.16730 5.51052 0.55156  -0.069
11 C -4.20389 4.43104 -0.32117  -0.063
12 C -3.10603 3.59333 -0.43628  -0.082
13 C 0.89063 3.73913 0.55725  -0.344
14 C 1.81857 3.35094 1.51524  -0.091
15 C 2.95278 4.12145 1.73838  -0.071
16 C 3.16019 5.27663 1.00009  -0.069
17 C 2.23857 5.66234 0.03233  -0.063
18 C 1.10638 4.89680 -0.18960  -0.082
19 C -3.41034 1.27451 2.23833  -0.326
20 C -3.66334 2.40329 3.01780  -0.080
21 C -4.93118 2.95864 3.03780  -0.071
22 C -5.95354 2.38338 2.29258  -0.069
23 C -5.70672 1.25636 1.52369  -0.063
24 C -4.43446 0.70220 1.49209  -0.094
25 C -1.24640 0.61844 3.94444  -0.361
26 C -1.89032 -0.22430 4.84876  -0.085
27 C -1.48713 -0.25282 6.17316  -0.065
28 C -0.44547 0.56517 6.60068  -0.069
29 C 0.18524 1.41703 5.70627  -0.070
30 C -0.21440 1.44215 4.37500  -0.093
31 H -1.05372 5.10457 1.81065  0.111
32 H -3.01026 6.59196 2.00081  0.110
33 H -5.02238 6.16996 0.63005  0.111
34 H -5.08661 4.24514 -0.91910  0.112
35 H -3.12060 2.75981 -1.12904  0.079
36 H 1.65502 2.43451 2.06760  0.069
37 H 3.66994 3.82134 2.49257  0.106
38 H 4.04001 5.88213 1.17687  0.109
39 H 2.40440 6.56134 -0.54636  0.111
40 H 0.38825 5.19728 -0.94453  0.118
41 H -2.87450 2.84107 3.61958  0.113
42 H -5.12433 3.83534 3.64212  0.112
43 H -6.94768 2.81184 2.32037  0.110
44 H -6.50592 0.79894 0.95471  0.111
45 H -4.23860 -0.18638 0.91050  0.058
46 H -2.69720 -0.86613 4.51126  0.115
47 H -1.98197 -0.91162 6.87460  0.111
48 H -0.13192 0.54035 7.63636  0.110
49 H 0.98645 2.06257 6.04286  0.109
50 H 0.27308 2.09948 3.66640  0.085
51 C 1.01046 -1.72720 3.44640  -0.071
52 C 1.88402 -0.85624 2.60953  -0.587
53 N 1.74468 -0.56142 1.33813  0.020
54 C 2.85202 0.12060 0.85941  -0.335
55 C 3.79812 0.40966 1.78236  -0.328
56 S 3.32449 -0.22004 3.29523  1.123
57 C 2.92140 0.33032 -0.57847  -0.320
58 C 3.96782 0.78194 -1.30900  -0.300
59 S 3.58634 0.68298 -2.96928  1.142
60 C 2.04516 0.03903 -2.60756  -0.635
61 N 1.82978 -0.07448 -1.31824  -0.044
62 C 1.08946 -0.29618 -3.70043  -0.065
63 H 0.14068 -2.04932 2.88598  0.008
64 H 0.67780 -1.20324 4.34372  0.068
65 H 1.58091 -2.60348 3.75947  0.095
66 H 4.72942 0.93309 1.64081  0.090
67 H 4.92959 1.11964 -0.96066  0.089
68 H 1.53795 -1.00383 -4.39845  0.099
69 H 0.82623 0.60631 -4.25434  0.089
70 H 0.18415 -0.73447 -3.29684  0.051
71 C -0.77536 -4.56025 0.03325  -0.043
72 C 0.08976 -4.05428 -1.12578  -0.354
73 C 1.23336 -3.20376 -0.60025  -0.059
74 C -0.79076 -3.48496 -2.22753  -0.121
75 C -1.14434 -4.39081 -3.22155  -0.038
76 C -2.08901 -4.09220 -4.18230  -0.064
77 C -2.73688 -2.87683 -4.11780  -0.035
78 C -2.42078 -1.91432 -3.16128  -0.119
79 C -3.28622 -0.66445 -3.19994  -0.356
80 C -3.63847 -0.07879 -1.83525  -0.076
81 C -2.76484 0.37948 -4.18801  -0.048
82 C -1.38466 -2.20439 -2.24933  -0.201
83 O -0.94503 -1.25701 -1.34811  -0.324
84 H -0.18616 -5.19528 0.69879  0.086
85 H -1.62151 -5.14087 -0.33391  0.090
86 H -1.16911 -3.72918 0.62172  0.019
87 H 0.56208 -4.93053 -1.57701  0.129
88 H 0.89069 -2.38621 0.03070  0.010
89 H 1.85308 -2.79450 -1.39802  0.086
90 H 1.86896 -3.81561 0.04461  0.096
91 H -0.67939 -5.37028 -3.21557  0.118
92 H -2.34663 -4.81513 -4.94508  0.109
93 H -3.52470 -2.65220 -4.82803  0.121
94 H -4.23103 -1.02063 -3.61842  0.130
95 H -2.79685 0.42185 -1.36335  0.016
96 H -3.98554 -0.86787 -1.16521  0.081
97 H -4.44444 0.65221 -1.94495  0.088
98 H -1.83179 0.81850 -3.85191  0.030
99 H -3.48955 1.19010 -4.29877  0.086
100 H -2.60330 -0.06682 -5.17118  0.084

[4]
A molecular structure, C2H23FHfO10 at a distorted geometry. Source: the OMol25 dataset; level of theory: ωB97M-V/def2-TZVPD.

Properties
Energy above the lowest of the compared OMol25 structures with the same formula, charge and spin in kcal/mol: 26.7
HOMO in Eh: -0.5765
E_LUMO in eV: -12.823
Spin multiplicity: 1
Total charge: +2

Each line ends with the Löwdin charge.
Positions of all 37 atoms, in Å:
1 Hf -3.38943 2.73941 -0.44891  2.320
2 F -2.62586 3.31314 1.65125  -0.419
3 C 0.66583 0.37444 -1.07188  -0.027
4 C -0.02541 1.16548 0.03629  -0.312
5 O -1.32404 1.55244 -0.22790  -0.255
6 H 1.69622 0.04727 -0.95114  0.093
7 H 0.59067 0.98177 -1.97684  0.071
8 H 0.05174 -0.49994 -1.30854  0.070
9 H 0.63388 2.04310 0.13268  0.173
10 H 0.17673 0.65708 0.99077  0.128
11 O 3.99373 1.46412 0.76680  -0.052
12 H 3.40900 0.70880 0.86667  -0.020
13 H 4.68849 1.15527 0.17795  0.046
14 O -0.82280 1.61787 3.23298  -0.029
15 H 0.09559 1.33936 3.13764  0.002
16 H -1.06172 1.93598 2.36182  -0.023
17 O -0.86580 -1.26850 3.12062  -0.037
18 H -1.69604 -1.73429 2.98061  0.050
19 H -1.04133 -0.36037 2.83986  -0.009
20 O -2.14124 -1.70876 0.13769  -0.031
21 H -1.37065 -1.82365 0.70709  0.029
22 H -2.01080 -0.85275 -0.27459  -0.028
23 O -3.49760 0.71606 -1.84793  -0.081
24 H -4.22927 0.08013 -1.80223  0.123
25 H -2.86817 0.32402 -2.47399  0.122
26 O 0.91812 1.28781 -4.97904  -0.040
27 H 0.43760 1.12490 -4.16581  -0.015
28 H 0.98750 0.42356 -5.39678  0.049
29 O 1.63891 0.23050 3.39437  -0.035
30 H 1.33914 -0.60761 3.02503  0.014
31 H 2.58653 0.11776 3.51757  0.071
32 O 2.72111 -1.72231 1.01841  -0.036
33 H 3.29386 -2.47427 0.83574  0.065
34 H 1.86461 -1.98268 0.67022  0.028
35 O -1.03160 -3.12707 -3.08721  -0.068
36 H -0.75762 -3.20820 -2.16998  0.015
37 H -1.02991 -4.02987 -3.41932  0.048

[5]
C5H7NS in the gas phase at a distorted geometry. Source: the OMol25 dataset; level of theory: ωB97M-V/def2-TZVPD.

Properties
Energy above the lowest of the compared OMol25 structures with the same formula, charge and spin in kcal/mol: 8.4
HOMO in Eh: -0.2968
E_LUMO in eV: 0.672
Spin multiplicity: 1
Total charge: 0
SMILES: CC1=CNC(=S)C1

Each line ends with the Löwdin charge.
Positions of all 14 atoms, in Å:
1 C 1.96680 -0.57030 -0.13479  -0.056
2 C 0.63081 -0.03445 0.01655  -0.301
3 C 0.16054 1.21594 -0.02280  -0.068
4 C -1.80735 0.06933 0.05262  -0.842
5 C -0.62590 -0.89407 0.14953  -0.126
6 H 2.17815 -0.96274 0.81842  0.068
7 H 2.58096 0.28263 -0.37870  0.081
8 H 2.01688 -1.37073 -0.93025  0.112
9 H 0.71265 2.16167 -0.07664  0.128
10 H -1.79791 2.11425 0.10998  0.117
11 H -0.63217 -1.34958 1.11464  0.118
12 H -0.74895 -1.66799 -0.61815  0.127
13 N -1.24443 1.31511 -0.00174  0.029
14 S -3.39006 -0.30905 -0.09866  0.611

[6]
2 unconnected molecules or ions with the total composition C4H13NS at a distorted geometry. Source: the OMol25 dataset; level of theory: ωB97M-V/def2-TZVPD.

Properties
Energy above the lowest of the compared OMol25 structures with the same formula, charge and spin in kcal/mol: 15.4
HOMO in Eh: -0.3187
E_LUMO in eV: 0.905
Spin multiplicity: 1
Total charge: 0
SMILES: CCN.CSC

Each line ends with the Löwdin charge.
Positions of all 19 atoms, in Å:
1 C -0.99274 1.80445 -0.73967  -0.407
2 S -0.45681 0.75510 -2.14964  0.711
3 C 1.33409 0.96296 -1.96111  -0.447
4 H -0.77642 1.24646 0.16019  0.004
5 H -0.40795 2.72092 -0.80500  0.028
6 H -2.00785 2.14914 -0.90191  0.030
7 H 1.76238 1.40863 -2.85667  0.024
8 H 1.96236 0.13087 -1.64280  0.027
9 H 1.49369 1.69753 -1.16640  0.024
10 C 1.40574 -1.40391 1.94941  -0.110
11 C -0.01376 -1.97964 2.18336  -0.323
12 N -1.04126 -0.99493 2.59504  -0.016
13 H 1.46262 -0.81781 1.03929  0.049
14 H 1.98291 -2.33654 1.84235  0.067
15 H 1.89444 -0.96369 2.81935  0.064
16 H 0.04688 -2.74477 2.95024  0.095
17 H -0.31373 -2.34737 1.20444  0.099
18 H -0.64780 -0.50778 3.38040  0.050
19 H -1.21032 -0.34462 1.84559  0.032

Please write out number 1 again, unchanged.
C13H21N2O2P in the gas phase at a distorted geometry. Source: the OMol25 dataset; level of theory: ωB97M-V/def2-TZVPD.

Properties
Energy above the lowest of the compared OMol25 structures with the same formula, charge and spin in kcal/mol: 380.0
HOMO in Eh: -0.3294
E_LUMO in eV: 0.543
Spin multiplicity: 1
Total charge: 0
SMILES: O=[P@@](O)(CCc1ccncc1)CN1CCCCC1

Each line ends with the Löwdin charge.
Positions of all 39 atoms, in Å:
1 O -1.14613 -2.37357 -1.20203  -0.285
2 P -0.48723 -1.23371 -0.57833  0.506
3 O -0.92723 0.24870 -1.27943  -0.060
4 H -0.50407 0.85901 -0.94850  -0.112
5 C -1.12186 -1.28680 1.04805  -0.244
6 H -0.97829 -0.20495 1.64479  0.133
7 C -2.72797 -1.55207 1.47089  -0.001
8 C -3.46028 -0.37610 0.43811  -0.320
9 C -4.03772 -0.64177 -0.78286  -0.107
10 C -4.63659 0.29407 -1.35260  -0.053
11 N -4.91218 1.75053 -0.82556  0.105
12 C -4.44455 1.90282 0.24502  -0.171
13 C -3.60707 0.69510 0.97411  -0.050
14 H -3.21254 1.22524 2.09572  0.180
15 H -4.51949 2.79158 0.59603  0.034
16 H -5.18064 0.13874 -2.19412  0.067
17 H -3.82276 -1.79814 -1.09036  0.186
18 H -2.97507 -1.49999 2.43748  0.058
19 H -2.70753 -2.30181 0.80164  0.023
20 H -0.60028 -1.80264 1.87479  0.080
21 C 1.16310 -1.08614 -0.68598  -0.180
22 N 1.44343 0.37306 -0.05506  -0.133
23 C 2.29072 1.13039 -1.17139  -0.100
24 C 3.69490 0.62653 -1.18465  -0.375
25 C 4.45456 0.88451 -0.25003  -0.244
26 C 3.77396 -0.05731 1.03680  -0.085
27 C 2.23852 0.19209 1.07600  -0.291
28 H 1.69921 -0.04604 1.77496  -0.002
29 H 2.10830 1.39230 1.49341  0.192
30 H 4.17072 0.02267 2.10351  0.130
31 H 3.74972 -1.03381 0.75552  0.039
32 H 5.45482 0.33205 -0.20195  0.152
33 H 4.51477 1.80813 0.30059  0.128
34 H 4.23451 1.06052 -2.13359  0.163
35 H 3.76679 -0.53090 -1.68348  0.201
36 H 1.81681 1.10789 -2.14389  0.128
37 H 2.29257 2.08049 -1.11583  0.050
38 H 1.65007 -1.82304 0.31748  0.212
39 H 1.49204 -1.26762 -1.60525  0.045

> Which formula does entry 6 have?

C4H13NS

> Look up the spin multiplicity of the first one.

1

> energy above the lowest of the compared OMol25 structures with the same formula, charge and spin of number 4 (C2H23FHfO10)?

26.7 kcal/mol